The following is a DFT calculation (the ωB97M-V functional and the def2-TZVPD basis) of a structure of composition C38H50N2O13P2S4SeSn in a non-equilibrium geometry.

The geometry in XYZ format:
```
111
Properties=species:S:1:pos:R:3:forces:R:3
Sn -0.9324 -0.5935 0.4036 0.4 0.4 0.7
O -4.0771 4.6652 2.7954 0.2 0.0 0.1
C -3.4615 3.5180 2.3612 0.0 -0.2 -0.1
C -4.1742 2.5263 1.7013 0.1 0.1 0.1
C -3.4830 1.4091 1.2633 -0.3 0.1 0.0
N -2.1865 1.2516 1.4809 0.1 0.2 0.1
C -1.5045 2.1910 2.1243 0.0 0.1 -0.1
C -2.1037 3.3554 2.5794 0.0 0.1 0.1
C 0.0019 1.9529 2.2764 0.3 1.1 0.4
O 0.6702 2.9171 2.7096 -0.3 -0.6 -0.3
O 0.4126 0.8190 1.9288 -0.1 -0.1 -0.1
C -4.1929 0.3026 0.4929 -0.2 -0.5 -0.3
O -5.4369 0.3156 0.4873 0.3 0.1 0.0
O -3.4271 -0.5365 -0.0688 -0.2 0.3 0.2
H -5.0094 4.5858 2.5774 -0.1 0.0 0.0
H -5.2423 2.5958 1.5304 0.0 -0.1 -0.1
H -1.5112 4.1034 3.0874 0.0 0.0 -0.1
C 2.7771 4.0786 -0.2837 -0.2 -0.2 0.1
C 3.2225 2.7100 0.2008 0.1 0.1 0.0
C 4.6869 2.4382 -0.1068 -0.2 -0.1 -0.1
O 2.3543 1.6760 -0.3077 0.2 0.4 0.2
P 2.0705 0.9424 -1.6378 0.1 -0.8 -0.7
O 1.1689 -0.2088 -1.4707 0.2 0.8 -0.2
C 1.4343 2.1196 -2.9062 -0.4 -0.3 0.8
P -0.2776 2.5564 -2.4398 0.1 0.0 -0.6
O -0.3792 2.9863 -1.0508 0.0 0.1 0.4
O -0.7360 3.6280 -3.5525 0.0 0.0 0.1
C -0.5856 5.0548 -3.5429 0.2 0.2 0.0
C -0.4851 5.6699 -2.1548 0.0 -0.2 0.0
C 0.6064 5.4408 -4.4085 0.0 -0.2 0.0
O -1.1956 1.3457 -2.7907 0.1 0.0 -0.1
C -1.6137 0.9036 -4.1097 -0.1 -0.2 -0.1
C -3.0898 0.5746 -3.9813 0.1 0.1 0.2
C -0.7973 -0.3028 -4.5276 0.0 0.2 0.1
O 3.5317 0.5602 -2.1726 -0.1 0.3 0.1
C 3.9361 -0.5347 -3.0203 0.0 -0.3 -0.3
C 4.1547 0.0033 -4.4287 0.0 0.1 0.2
C 3.0027 -1.7351 -3.0105 -0.1 0.2 0.2
H 3.4210 4.8460 0.1479 0.1 0.0 0.0
H 1.7584 4.2487 0.0602 -0.1 0.0 -0.1
H 2.8245 4.1407 -1.3761 0.0 0.1 0.1
H 3.0447 2.6531 1.2742 0.0 0.0 0.0
H 4.8759 2.5113 -1.1796 0.1 0.0 0.0
H 4.9752 1.4409 0.2259 0.1 0.2 0.0
H 5.2961 3.1766 0.4167 0.0 0.0 0.0
H 1.4285 1.6012 -3.8655 0.1 0.1 0.0
H 2.0365 3.0246 -2.9658 0.1 0.0 0.0
H -1.4953 5.4208 -4.0247 0.0 0.0 0.0
H 0.4490 5.3820 -1.6689 -0.1 0.0 0.0
H -1.2992 5.3313 -1.5151 0.0 0.0 0.0
H -0.5197 6.7583 -2.2395 0.0 0.0 -0.1
H 1.5355 5.0928 -3.9492 0.0 0.1 0.0
H 0.6556 6.5264 -4.5111 0.0 0.0 0.0
H 0.5209 4.9893 -5.3988 0.0 0.0 0.0
H -1.4602 1.7294 -4.8069 0.0 0.1 0.0
H -3.2132 -0.1658 -3.1874 -0.1 0.0 -0.1
H -3.4723 0.1776 -4.9234 0.0 0.0 0.0
H -3.6538 1.4665 -3.7028 0.0 0.0 0.0
H -0.9475 -1.1085 -3.8150 0.1 -0.1 0.1
H 0.2708 -0.0705 -4.5639 -0.1 -0.1 0.0
H -1.1193 -0.6385 -5.5152 0.0 0.0 0.0
H 4.9026 -0.8432 -2.6122 0.0 0.1 0.1
H 3.1977 0.2782 -4.8791 0.0 0.0 0.0
H 4.6294 -0.7590 -5.0496 -0.1 0.0 0.0
H 4.7977 0.8851 -4.3950 0.0 0.0 -0.1
H 2.0267 -1.4831 -3.4278 0.0 -0.1 0.0
H 2.8320 -2.0887 -1.9940 0.0 0.0 0.0
H 3.4529 -2.5393 -3.5961 0.0 0.0 0.0
O -2.8850 -1.4888 2.8137 0.0 0.4 0.1
S -2.9687 -2.6098 1.8238 -0.7 -0.6 0.4
C -2.7260 -4.1312 2.8391 0.1 0.0 -0.4
C -4.0778 -4.6125 3.3785 -0.1 0.1 0.0
C -5.0632 -3.4649 3.1572 0.0 -0.1 0.1
C -4.7651 -2.9740 1.7539 0.2 0.1 0.0
H -2.0189 -3.8337 3.6102 0.0 0.0 0.0
H -2.2472 -4.8569 2.1819 0.1 0.0 0.1
H -4.0216 -4.9036 4.4303 0.1 0.0 0.0
H -4.4144 -5.4845 2.8093 0.0 0.0 0.0
H -4.8308 -2.6475 3.8450 -0.1 0.0 0.0
H -6.1032 -3.7635 3.3133 0.0 0.0 -0.1
H -5.2974 -2.0667 1.4791 0.1 0.1 -0.2
H -4.9028 -3.7423 0.9856 0.0 0.0 0.1
O -0.2408 -2.4522 1.6597 0.2 0.3 0.4
C 0.8409 -2.8152 2.4369 0.1 0.2 -0.3
C 0.7527 -4.3219 2.7075 0.0 0.1 -0.2
C 0.7568 -5.0158 3.8802 0.0 -0.2 0.1
C 0.6048 -6.4213 3.6966 0.0 0.0 0.1
C 0.4839 -6.7600 2.3839 0.1 0.1 -0.2
S 0.5415 -5.3819 1.3631 -0.1 0.0 0.1
C 0.8864 -2.0763 3.7825 0.2 -0.1 0.0
C -0.0953 -1.3320 4.3459 -0.1 -0.1 0.0
C 0.2899 -0.7448 5.5877 -0.1 0.0 0.0
C 1.5588 -1.0584 5.9507 0.2 -0.2 0.0
S 2.3149 -2.0650 4.7751 -0.2 0.1 0.0
C 2.1773 -2.4856 1.7287 0.0 -0.1 0.0
C 2.5732 -1.2353 1.3631 0.0 0.1 -0.1
C 3.8650 -1.2073 0.7718 0.0 0.0 0.0
C 4.4423 -2.4388 0.7143 0.1 -0.2 0.1
S 3.4048 -3.6440 1.3600 0.0 0.2 0.0
H 0.8640 -4.5476 4.8486 0.0 0.0 0.0
H 0.5827 -7.1366 4.5091 0.0 0.0 0.0
H 0.3763 -7.7445 1.9519 0.0 0.0 0.1
H -1.0621 -1.2179 3.8733 0.0 0.1 0.0
H -0.3594 -0.1000 6.1658 0.0 0.0 0.0
H 2.1110 -0.7610 6.8298 -0.1 0.1 0.0
H 1.9510 -0.3623 1.5304 0.1 0.0 0.0
H 4.3365 -0.3028 0.4073 -0.1 -0.2 0.0
H 5.4163 -2.7148 0.3361 -0.1 0.1 0.0
Se -1.0807 -2.8506 -1.2978 0.0 -1.5 -1.0
C -0.9636 -3.5307 -2.9989 -0.1 0.1 0.2
N -0.8864 -3.9655 -4.0742 0.0 0.0 -0.2
```
Positions in Å, forces in eV/Å.

Computed properties:
- Spin multiplicity: 1
- HOMO energy: -1.5 eV
- LUMO level: 3.7 eV
- ΔE to the lowest compared entry with this formula, charge and spin: 0.000 eV
- Orbital gap: 5.2 eV
- E_tot: -202919.875 eV
- Total charge: -2